C81H185N11O17 | wB97M-V/def2-TZVPD

Results
SMILES string: CC1(C)CCCC(C)(C)N1O.CC1(C)CCCC(C)(C)N1O.CC1(C)CCCC(C)(C)N1O.CC1(C)CCCC(C)(C)N1O.CC1(C)CCCC(C)(C)N1O.COCCNCCOC.COCCNCCOC.COCCNCCOC.COCCNCCOC.COCCNCCOC.COCCNCCOC
E (eV): -138178.6530
Energy relative to the best compared isomer or geometry (same formula, charge and spin) (kcal per mole): 15.4
Multiplicity: 1
Orbital gap (hartree): 0.3230

Bonds (Å) are listed after each position.
Atoms and positions in Å:
1 C 8.496 3.720 1.355  C2 1.538, H12 1.140, H13 1.110, H14 1.100
2 C 7.603 3.267 2.522  C1 1.538, C3 1.541, C4 1.526, N10 1.475
3 C 8.424 2.197 3.267  C2 1.541, H15 1.051, H16 1.105, H17 1.027
4 C 7.384 4.471 3.435  C2 1.526, C5 1.493, H18 1.119, H19 1.069
5 C 6.364 4.166 4.482  C4 1.493, C6 1.542, H20 1.090, H21 1.131
6 C 5.004 3.924 3.798  C5 1.542, C7 1.504, H22 1.101, H23 1.096
7 C 5.096 2.774 2.833  C6 1.504, C8 1.562, C9 1.484, N10 1.468
8 C 5.229 1.404 3.571  C7 1.562, H24 1.088, H25 1.077, H26 1.099
9 C 3.931 2.692 1.918  C7 1.484, H27 1.098, H28 1.103, H29 1.101
10 N 6.269 2.962 1.970  C2 1.475, C7 1.468, O11 1.470
11 O 6.473 1.775 1.128  N10 1.470, H30 0.960
12 H 8.721 2.849 0.653  C1 1.140
13 H 7.955 4.507 0.789  C1 1.110
14 H 9.488 4.096 1.648  C1 1.100
15 H 8.584 1.345 2.673  C3 1.051
16 H 9.382 2.709 3.475  C3 1.105
17 H 7.950 1.974 4.150  C3 1.027
18 H 8.328 4.763 3.959  C4 1.119
19 H 7.112 5.272 2.781  C4 1.069
20 H 6.629 3.362 5.169  C5 1.090
21 H 6.246 5.137 5.048  C5 1.131
22 H 4.735 4.825 3.226  C6 1.101
23 H 4.180 3.742 4.498  C6 1.096
24 H 4.368 1.144 4.183  C8 1.088
25 H 6.083 1.358 4.224  C8 1.077
26 H 5.291 0.691 2.736  C8 1.099
27 H 3.803 3.610 1.329  C9 1.098
28 H 3.018 2.520 2.513  C9 1.103
29 H 4.052 1.780 1.315  C9 1.101
30 H 6.338 2.132 0.247  O11 0.960
31 C -4.590 -0.174 -5.692  C32 1.534, H42 1.123, H43 1.108, H44 1.092
32 C -4.524 1.040 -6.627  C31 1.534, C33 1.514, C34 1.541, N40 1.482
33 C -4.990 2.220 -5.801  C32 1.514, H45 1.086, H46 1.054, H47 1.130
34 C -3.092 1.152 -7.187  C32 1.541, C35 1.467, H48 1.094, H49 1.102
35 C -3.030 2.147 -8.263  C34 1.467, C36 1.491, H50 1.074, H51 1.082
36 C -3.988 1.748 -9.334  C35 1.491, C37 1.558, H52 1.089, H53 1.118
37 C -5.473 1.602 -8.886  C36 1.558, C38 1.559, C39 1.473, N40 1.455
38 C -6.056 3.019 -8.600  C37 1.559, H54 1.112, H55 1.146, H56 1.108
39 C -6.351 0.929 -9.859  C37 1.473, H57 1.082, H58 1.065, H59 1.102
40 N -5.461 0.719 -7.730  C32 1.482, C37 1.455, O41 1.397
41 O -6.744 0.550 -7.205  N40 1.397, H60 0.991
42 H -5.521 -0.006 -5.086  C31 1.123
43 H -4.626 -1.120 -6.268  C31 1.108
44 H -3.681 -0.261 -5.093  C31 1.092
45 H -4.511 2.126 -4.830  C33 1.086
46 H -4.852 3.215 -6.121  C33 1.054
47 H -6.092 2.148 -5.558  C33 1.130
48 H -2.439 1.451 -6.362  C34 1.094
49 H -2.682 0.168 -7.466  C34 1.102
50 H -3.291 3.151 -7.982  C35 1.074
51 H -2.038 2.094 -8.691  C35 1.082
52 H -3.712 0.781 -9.752  C36 1.089
53 H -4.002 2.363 -10.268  C36 1.118
54 H -6.705 3.324 -9.451  C38 1.112
55 H -5.260 3.828 -8.442  C38 1.146
56 H -6.774 2.979 -7.758  C38 1.108
57 H -6.178 -0.139 -9.860  C39 1.082
58 H -6.378 1.307 -10.855  C39 1.065
59 H -7.414 0.963 -9.572  C39 1.102
60 H -6.908 -0.424 -7.289  O41 0.991
61 C -5.219 -2.330 2.303  C62 1.550, H72 1.071, H73 1.134, H74 1.116
62 C -5.388 -2.840 3.757  C61 1.550, C63 1.556, C64 1.541, N70 1.472
63 C -6.435 -3.992 3.743  C62 1.556, H75 1.057, H76 1.094, H77 1.056
64 C -4.144 -3.532 4.346  C62 1.541, C65 1.517, H78 1.117, H79 1.123
65 C -3.094 -2.511 4.737  C64 1.517, C66 1.538, H80 1.106, H81 1.116
66 C -3.587 -1.390 5.668  C65 1.538, C67 1.546, H82 1.057, H83 1.109
67 C -4.854 -0.722 5.086  C66 1.546, C68 1.555, C69 1.571, N70 1.502
68 C -5.557 0.183 6.138  C67 1.555, H84 1.092, H85 1.094, H86 1.085
69 C -4.490 0.232 3.891  C67 1.571, H87 1.078, H88 1.111, H89 1.110
70 N -5.829 -1.794 4.695  C62 1.472, C67 1.502, O71 1.467
71 O -7.013 -1.166 4.099  N70 1.467, H90 0.970
72 H -6.078 -1.706 2.159  C61 1.071
73 H -4.274 -1.783 1.995  C61 1.134
74 H -5.177 -3.196 1.601  C61 1.116
75 H -6.063 -4.786 3.154  C63 1.057
76 H -6.602 -4.351 4.763  C63 1.094
77 H -7.342 -3.640 3.333  C63 1.056
78 H -4.469 -4.189 5.189  C64 1.117
79 H -3.644 -4.274 3.667  C64 1.123
80 H -2.230 -2.986 5.238  C65 1.106
81 H -2.666 -2.040 3.820  C65 1.116
82 H -2.727 -0.776 5.648  C66 1.057
83 H -3.895 -1.620 6.708  C66 1.109
84 H -6.427 0.617 5.641  C68 1.092
85 H -4.901 0.963 6.535  C68 1.094
86 H -5.921 -0.472 6.922  C68 1.085
87 H -3.870 1.023 4.281  C69 1.078
88 H -5.423 0.574 3.394  C69 1.111
89 H -3.856 -0.227 3.104  C69 1.110
90 H -7.700 -1.518 4.688  O71 0.970
91 C -3.638 4.200 7.565  C92 1.542, H102 1.107, H103 1.077, H104 1.147
92 C -2.566 4.239 6.458  C91 1.542, C93 1.507, C94 1.553, N100 1.527
93 C -3.237 4.121 5.113  C92 1.507, H105 1.086, H106 1.111, H107 1.071
94 C -1.786 5.580 6.535  C92 1.553, C95 1.574, H108 1.082, H109 1.105
95 C -0.548 5.711 5.574  C94 1.574, C96 1.552, H110 1.106, H111 1.092
96 C 0.395 4.542 5.965  C95 1.552, C97 1.546, H112 1.104, H113 1.097
97 C -0.262 3.142 5.978  C96 1.546, C98 1.509, C99 1.550, N100 1.453
98 C -0.341 2.664 4.549  C97 1.509, H114 1.125, H115 1.102, H116 1.105
99 C 0.757 2.217 6.692  C97 1.550, H117 1.069, H118 1.079, H119 1.103
100 N -1.498 3.184 6.739  C92 1.527, C97 1.453, O101 1.447
101 O -2.193 1.930 6.544  N100 1.447, H120 0.931
102 H -4.384 3.413 7.344  C91 1.107
103 H -3.115 3.959 8.476  C91 1.077
104 H -4.104 5.231 7.752  C91 1.147
105 H -4.029 3.379 5.151  C93 1.086
106 H -3.776 5.059 4.858  C93 1.111
107 H -2.620 3.941 4.257  C93 1.071
108 H -2.450 6.352 6.168  C94 1.082
109 H -1.562 5.793 7.596  C94 1.105
110 H -0.830 5.720 4.504  C95 1.106
111 H -0.024 6.656 5.729  C95 1.092
112 H 0.909 4.761 6.917  C96 1.104
113 H 1.183 4.554 5.203  C96 1.097
114 H -1.168 1.965 4.243  C98 1.125
115 H 0.646 2.263 4.266  C98 1.102
116 H -0.433 3.562 3.913  C98 1.105
117 H 1.685 2.419 6.203  C99 1.069
118 H 0.538 1.178 6.500  C99 1.079
119 H 0.700 2.554 7.742  C99 1.103
120 H -1.730 1.446 7.192  O101 0.931
121 C 2.015 -4.829 -7.216  C122 1.507, H132 1.066, H133 1.108, H134 1.067
122 C 1.167 -3.743 -7.826  C121 1.507, C123 1.584, C124 1.536, N130 1.469
123 C 0.698 -4.258 -9.249  C122 1.584, H135 1.093, H136 1.123, H137 1.088
124 C -0.015 -3.375 -6.918  C122 1.536, C125 1.505, H138 1.107, H139 1.111
125 C -0.771 -2.164 -7.396  C124 1.505, C126 1.541, H140 1.073, H141 1.065
126 C 0.232 -1.000 -7.513  C125 1.541, C127 1.523, H142 1.093, H143 1.095
127 C 1.388 -1.279 -8.465  C126 1.523, C128 1.575, C129 1.500, N130 1.494
128 C 0.888 -1.252 -9.959  C127 1.575, H144 1.092, H145 1.095, H146 1.070
129 C 2.488 -0.284 -8.243  C127 1.500, H147 1.087, H148 1.080, H149 1.054
130 N 2.009 -2.550 -7.983  C122 1.469, C127 1.494, O131 1.480
131 O 3.186 -2.868 -8.822  N130 1.480, H150 0.991
132 H 1.615 -5.811 -7.327  C121 1.066
133 H 3.010 -4.814 -7.702  C121 1.108
134 H 2.288 -4.573 -6.217  C121 1.067
135 H 1.470 -4.718 -9.872  C123 1.093
136 H 0.026 -5.146 -9.107  C123 1.123
137 H 0.105 -3.524 -9.791  C123 1.088
138 H -0.663 -4.263 -6.783  C124 1.107
139 H 0.484 -3.208 -5.940  C124 1.111
140 H -1.327 -2.330 -8.298  C125 1.073
141 H -1.513 -1.946 -6.663  C125 1.065
142 H 0.650 -0.846 -6.516  C126 1.093
143 H -0.348 -0.114 -7.795  C126 1.095
144 H 1.578 -1.725 -10.661  C128 1.092
145 H 0.977 -0.225 -10.328  C128 1.095
146 H -0.116 -1.605 -10.073  C128 1.070
147 H 3.429 -0.438 -8.766  C129 1.087
148 H 2.724 -0.250 -7.190  C129 1.080
149 H 2.144 0.681 -8.490  C129 1.054
150 H 3.947 -2.647 -8.226  O131 0.991
151 C 6.281 -1.911 2.524  O152 1.387, H160 1.121, H161 1.099, H162 1.113
152 O 5.955 -2.013 3.869  C151 1.387, C153 1.389
153 C 6.919 -2.590 4.686  O152 1.389, C154 1.537, H163 1.103, H164 1.094
154 C 6.414 -2.690 6.135  C153 1.537, N155 1.480, H165 1.128, H166 1.080
155 N 4.973 -3.026 6.158  C154 1.480, C156 1.434, H167 1.002
156 C 4.296 -2.818 7.406  N155 1.434, C157 1.526, H168 1.119, H169 1.150
157 C 2.817 -3.171 7.281  C156 1.526, O158 1.400, H170 1.137, H171 1.048
158 O 2.223 -2.706 6.102  C157 1.400, C159 1.437
159 C 0.804 -2.933 6.092  O158 1.437, H172 1.117, H173 1.112, H174 1.089
160 H 5.317 -1.630 2.027  C151 1.121
161 H 6.626 -2.844 2.058  C151 1.099
162 H 7.148 -1.232 2.361  C151 1.113
163 H 7.802 -1.949 4.526  C153 1.103
164 H 7.147 -3.590 4.306  C153 1.094
165 H 6.602 -1.710 6.661  C154 1.128
166 H 6.938 -3.483 6.649  C154 1.080
167 H 4.464 -2.564 5.429  N155 1.002
168 H 4.473 -1.795 7.823  C156 1.119
169 H 4.676 -3.571 8.188  C156 1.150
170 H 2.337 -2.733 8.214  C157 1.137
171 H 2.562 -4.185 7.352  C157 1.048
172 H 0.458 -2.591 5.087  C159 1.117
173 H 0.425 -2.301 6.924  C159 1.112
174 H 0.612 -4.003 6.140  C159 1.089
175 C 0.936 -2.866 -1.697  O176 1.401, H184 1.096, H185 1.095, H186 1.074
176 O 0.069 -3.926 -1.992  C175 1.401, C177 1.433
177 C 0.202 -4.370 -3.348  O176 1.433, C178 1.473, H187 1.082, H188 1.124
178 C -0.422 -5.700 -3.458  C177 1.473, N179 1.517, H189 1.129, H190 1.096
179 N 0.431 -6.566 -2.551  C178 1.517, C180 1.462, H191 1.023
180 C -0.093 -7.923 -2.411  N179 1.462, C181 1.542, H192 1.125, H193 1.120
181 C 0.977 -8.714 -1.631  C180 1.542, O182 1.447, H194 1.097, H195 1.132
182 O 0.991 -8.166 -0.292  C181 1.447, C183 1.428
183 C 1.671 -9.013 0.635  O182 1.428, H196 1.073, H197 1.092, H198 1.078
184 H 1.992 -3.130 -1.819  C175 1.096
185 H 0.794 -2.564 -0.654  C175 1.095
186 H 0.791 -2.022 -2.344  C175 1.074
187 H 1.246 -4.408 -3.628  C177 1.082
188 H -0.442 -3.633 -3.900  C177 1.124
189 H -0.286 -6.116 -4.499  C178 1.129
190 H -1.497 -5.666 -3.252  C178 1.096
191 H 0.523 -6.140 -1.625  N179 1.023
192 H -0.242 -8.334 -3.448  C180 1.125
193 H -1.043 -8.037 -1.830  C180 1.120
194 H 1.926 -8.673 -2.180  C181 1.097
195 H 0.632 -9.792 -1.640  C181 1.132
196 H 1.179 -9.965 0.603  C183 1.073
197 H 1.567 -8.548 1.618  C183 1.092
198 H 2.734 -9.149 0.528  C183 1.078
199 C 2.775 -5.466 2.873  O200 1.415, H208 1.061, H209 1.104, H210 1.073
200 O 1.824 -4.486 2.506  C199 1.415, C201 1.383
201 C 0.825 -4.843 1.619  O200 1.383, C202 1.548, H211 1.125, H212 1.097
202 C -0.391 -3.885 1.638  C201 1.548, N203 1.434, H213 1.101, H214 1.049
203 N -1.486 -4.296 0.808  C202 1.434, C204 1.495, H215 1.034
204 C -2.484 -3.197 0.636  N203 1.495, C205 1.472, H216 1.142, H217 1.089
205 C -3.440 -3.440 -0.456  C204 1.472, O206 1.397, H218 1.092, H219 1.095
206 O -4.115 -2.259 -0.772  C205 1.397, C207 1.429
207 C -4.845 -2.437 -1.988  O206 1.429, H220 1.109, H221 1.127, H222 1.054
208 H 2.882 -6.242 2.157  C199 1.061
209 H 2.507 -5.967 3.820  C199 1.104
210 H 3.699 -4.921 2.889  C199 1.073
211 H 0.530 -5.910 1.825  C201 1.125
212 H 1.276 -4.856 0.620  C201 1.097
213 H 0.043 -2.951 1.250  C202 1.101
214 H -0.620 -3.821 2.659  C202 1.049
215 H -1.118 -4.626 -0.101  N203 1.034
216 H -1.964 -2.185 0.545  C204 1.142
217 H -3.021 -3.117 1.580  C204 1.089
218 H -4.122 -4.246 -0.177  C205 1.092
219 H -2.938 -3.776 -1.370  C205 1.095
220 H -5.637 -1.671 -2.112  C207 1.109
221 H -5.347 -3.443 -1.916  C207 1.127
222 H -4.117 -2.352 -2.746  C207 1.054
223 C -6.516 8.216 -0.396  O224 1.455, H232 1.085, H233 1.077, H234 1.090
224 O -5.128 8.615 -0.221  C223 1.455, C225 1.423
225 C -4.121 7.631 -0.426  O224 1.423, C226 1.550, H235 1.061, H236 1.113
226 C -4.091 6.646 0.769  C225 1.550, N227 1.489, H237 1.103, H238 1.121
227 N -2.730 6.040 0.799  C226 1.489, C228 1.425, H239 1.009
228 C -1.631 6.825 1.255  N227 1.425, C229 1.504, H240 1.114, H241 1.074
229 C -0.374 6.094 0.871  C228 1.504, O230 1.465, H242 1.085, H243 1.077
230 O -0.321 4.816 1.585  C229 1.465, C231 1.374
231 C 0.895 4.181 1.514  O230 1.374, H244 1.119, H245 1.102, H246 1.098
232 H -7.125 9.076 -0.137  C223 1.085
233 H -6.793 7.342 0.170  C223 1.077
234 H -6.672 8.022 -1.458  C223 1.090
235 H -3.226 8.197 -0.357  C225 1.061
236 H -4.204 7.168 -1.435  C225 1.113
237 H -4.872 5.869 0.715  C226 1.103
238 H -4.227 7.218 1.723  C226 1.121
239 H -2.750 5.139 1.252  N227 1.009
240 H -1.608 7.032 2.349  C228 1.114
241 H -1.632 7.759 0.726  C228 1.074
242 H 0.478 6.720 1.116  C229 1.085
243 H -0.527 5.842 -0.165  C229 1.077
244 H 1.702 4.924 1.290  C231 1.119
245 H 0.949 3.360 0.781  C231 1.102
246 H 1.130 3.746 2.495  C231 1.098
247 C 4.558 -3.175 -1.124  O248 1.451, H256 1.091, H257 1.091, H258 1.062
248 O 3.849 -1.965 -1.495  C247 1.451, C249 1.402
249 C 3.946 -1.039 -0.447  O248 1.402, C250 1.490, H259 1.091, H260 1.086
250 C 3.117 0.137 -0.834  C249 1.490, N251 1.472, H261 1.093, H262 1.072
251 N 3.841 1.132 -1.641  C250 1.472, C252 1.452, H263 1.004
252 C 2.936 2.071 -2.279  N251 1.452, C253 1.503, H264 1.064, H265 1.089
253 C 3.591 3.344 -2.733  C252 1.503, O254 1.415, H266 1.070, H267 1.102
254 O 2.740 4.035 -3.627  C253 1.415, C255 1.474
255 C 3.516 5.132 -4.233  O254 1.474, H268 1.138, H269 1.106, H270 1.082
256 H 4.395 -3.854 -1.962  C247 1.091
257 H 4.176 -3.582 -0.187  C247 1.091
258 H 5.610 -3.052 -1.042  C247 1.062
259 H 4.964 -0.678 -0.295  C249 1.091
260 H 3.578 -1.454 0.488  C249 1.086
261 H 2.815 0.580 0.118  C250 1.093
262 H 2.278 -0.271 -1.361  C250 1.072
263 H 4.569 0.770 -2.230  N251 1.004
264 H 2.166 2.325 -1.589  C252 1.064
265 H 2.500 1.604 -3.161  C252 1.089
266 H 4.477 3.057 -3.259  C253 1.070
267 H 3.940 3.937 -1.872  C253 1.102
268 H 4.183 5.548 -3.410  C255 1.138
269 H 2.799 5.837 -4.690  C255 1.106
270 H 4.099 4.655 -5.009  C255 1.082
271 C 2.393 -0.750 2.896  O272 1.401, H280 1.069, H281 1.070, H282 1.109
272 O 1.401 0.087 2.368  C271 1.401, C273 1.358
273 C 0.120 -0.268 2.645  O272 1.358, C274 1.541, H283 1.066, H284 1.075
274 C -0.834 0.562 1.762  C273 1.541, N275 1.442, H285 1.143, H286 1.097
275 N -0.696 -0.006 0.444  C274 1.442, C276 1.479, H287 1.016
276 C -1.800 0.538 -0.377  N275 1.479, C277 1.497, H288 1.100, H289 1.116
277 C -1.829 0.063 -1.796  C276 1.497, O278 1.470, H290 1.095, H291 1.107
278 O -0.799 0.787 -2.555  C277 1.470, C279 1.400
279 C -0.996 2.148 -2.821  O278 1.400, H292 1.093, H293 1.135, H294 1.119
280 H 2.484 -0.812 3.959  C271 1.069
281 H 3.339 -0.331 2.623  C271 1.070
282 H 2.272 -1.785 2.518  C271 1.109
283 H -0.188 -0.354 3.662  C273 1.066
284 H -0.158 -1.226 2.245  C273 1.075
285 H -0.559 1.670 1.816  C274 1.143
286 H -1.869 0.507 2.122  C274 1.097
287 H 0.108 0.426 -0.003  N275 1.016
288 H -1.775 1.636 -0.438  C276 1.100
289 H -2.721 0.205 0.158  C276 1.116
290 H -2.847 0.139 -2.192  C277 1.095
291 H -1.525 -1.001 -1.850  C277 1.107
292 H -1.993 2.355 -3.218  C279 1.093
293 H -0.255 2.443 -3.628  C279 1.135
294 H -0.729 2.796 -1.949  C279 1.119